i.
An isolated molecule of C2HClO, computed with ωB97M-V/def2-TZVPD.

Properties
charge = 0
SMILES = OC#CCl

Last column: Mulliken charge in e.
Geometry (Å):
O: -1.3090 0.0853 -0.2406  -0.168
C: -0.4824 1.0026 -0.2351  -0.012
C: 1.2346 0.5897 0.4604  -0.084
Cl: 1.7518 -0.8733 -0.1111  -0.049
H: -1.1951 -0.8043 0.1265  0.313

=====

ii.
An isolated molecule of C2HClO, computed with ωB97M-V/def2-TZVPD.

Properties
charge = 0
SMILES = O=C=CCl

Last column: Mulliken charge in e.
Geometry (Å):
O: 0.8432 -1.8150 0.0038  -0.345
C: 0.1619 -0.8672 0.0026  0.719
C: -0.4395 0.2528 -0.0339  -0.537
Cl: 0.7437 1.5866 0.0026  -0.175
H: -1.3093 0.8428 0.0250  0.339

=====

Short version: i is the least stable of them.

=====

i.
A structure of composition C25H23F5IrN2O6Te, computed with ωB97M-V/def2-TZVPD.

Properties
spin multiplicity = 2
charge = 0

Last column: Mulliken charge in e.
Geometry (Å):
Ir: 0.6000 -0.8847 0.9120  1.621
O: -1.2466 -0.4073 1.4401  -0.986
C: -2.2572 -1.1016 0.8795  0.889
C: -3.4240 -0.4151 0.5646  -0.293
C: -4.4622 -1.0837 -0.0592  -0.424
C: -4.3804 -2.4415 -0.3675  -0.773
C: -3.2508 -3.1384 -0.0012  -0.717
C: -2.1936 -2.4832 0.6399  0.187
C: -1.0802 -3.2317 1.1455  -0.097
N: -0.0782 -2.6823 1.7334  -0.359
C: 1.0149 -3.5114 2.2451  -0.882
C: 1.8364 -2.5723 3.0927  -0.614
N: 2.1521 -1.4213 2.2318  0.120
C: 3.1875 -0.7191 2.5184  -0.272
C: 3.7610 0.3590 1.7523  0.698
C: 4.6325 1.2296 2.4182  -0.745
C: 5.1929 2.3068 1.7696  -0.893
C: 4.8962 2.5056 0.4223  -0.460
C: 4.0763 1.6434 -0.2837  -0.757
C: 3.5168 0.5564 0.3776  0.407
O: 2.7714 -0.3760 -0.2496  0.158
H: -3.4798 0.6441 0.7812  0.453
H: -5.3501 -0.5275 -0.3343  0.418
H: -5.1917 -2.9373 -0.8805  0.420
H: -3.1615 -4.1983 -0.2048  0.406
H: -1.1208 -4.3191 1.0965  0.464
H: 1.5913 -3.8930 1.4018  0.264
H: 0.6387 -4.3413 2.8448  0.516
H: 2.7427 -3.0585 3.4536  0.530
H: 1.2530 -2.2164 3.9453  0.281
H: 3.7261 -0.9876 3.4292  0.460
H: 4.8496 1.0479 3.4648  0.422
H: 5.8571 2.9793 2.2939  0.414
H: 5.3304 3.3492 -0.0996  0.425
H: 3.8733 1.7764 -1.3333  0.539
C: -4.3107 2.2557 -4.0024  -1.000
O: -3.4431 1.2268 -3.5507  -0.431
C: -2.6304 1.4778 -2.5119  0.585
C: -2.6632 2.6925 -1.7865  -0.995
C: -1.8201 2.8519 -0.7195  -1.434
C: -0.9151 1.8406 -0.3382  0.130
C: -0.0068 2.0233 0.7396  1.398
C: 0.0482 3.3051 1.5151  -1.940
O: 0.8403 1.1527 1.0976  -0.562
C: -0.9150 0.6382 -1.0893  0.754
O: -0.0681 -0.3524 -0.8252  0.368
C: -1.7661 0.4548 -2.1635  -0.373
H: -4.8381 1.8442 -4.8571  0.278
H: -3.7459 3.1361 -4.3146  0.380
H: -5.0318 2.5336 -3.2306  0.370
H: -3.3343 3.4915 -2.0612  0.487
H: -1.8532 3.7801 -0.1642  0.419
H: -0.9278 3.5084 1.9579  0.456
H: 0.3106 4.1437 0.8691  0.431
H: 0.7912 3.2094 2.3014  0.346
H: -1.7169 -0.4837 -2.7109  0.539
F: 2.6681 -1.3476 -4.1223  -0.435
Te: 1.5050 -1.5252 -2.6325  1.338
F: 3.0777 -2.6274 -2.0249  -0.553
F: 0.8440 0.1514 -3.4255  -0.522
F: 1.0314 -2.4526 -0.3399  -0.722
F: -0.5313 -2.3873 -3.0287  -0.717
O: 2.5782 0.0091 -1.6214  -0.416

=====

ii.
A structure of composition C25H23F5IrN2O6Te, computed with ωB97M-V/def2-TZVPD.

Properties
spin multiplicity = 2
charge = 0

Last column: Mulliken charge in e.
Geometry (Å):
Ir: -0.0240 -0.1042 0.0282  5.267
O: -0.2693 1.5704 1.4243  -0.809
C: -1.3504 1.8087 2.0312  0.333
C: -1.9271 3.1136 1.9517  -0.538
C: -3.0167 3.4595 2.7006  -0.529
C: -3.6108 2.5332 3.5656  -0.642
C: -3.1200 1.2504 3.6327  -0.938
C: -2.0176 0.8444 2.8709  0.888
C: -1.6011 -0.5189 2.9180  -0.453
N: -0.7461 -1.0677 2.1382  0.023
C: -0.4165 -2.4644 2.3014  -0.955
C: 0.5821 -2.8933 1.2102  -0.860
N: 0.1171 -2.3331 -0.0182  -0.222
C: 0.1579 -2.8882 -1.1750  -0.615
C: -0.5664 -2.3646 -2.2878  0.757
C: -0.3185 -2.8058 -3.5859  -0.732
C: -1.0329 -2.3144 -4.6586  -0.564
C: -2.0545 -1.3777 -4.4499  -0.391
C: -2.3605 -0.9442 -3.1905  -0.507
C: -1.6294 -1.3976 -2.0450  0.516
O: -1.9420 -1.0186 -0.8821  -0.772
H: -1.4522 3.8032 1.2729  0.497
H: -3.4288 4.4548 2.6215  0.413
H: -4.4623 2.8215 4.1637  0.393
H: -3.6016 0.5252 4.2738  0.346
H: -2.0951 -1.1261 3.6870  0.362
H: -1.3237 -3.0756 2.2183  0.455
H: 0.0276 -2.6282 3.2906  0.467
H: 0.6615 -3.9860 1.1607  0.607
H: 1.5594 -2.4652 1.4522  0.067
H: 0.7298 -3.8073 -1.3361  0.438
H: 0.4801 -3.5167 -3.7491  0.373
H: -0.7868 -2.6278 -5.6616  0.397
H: -2.5778 -0.9662 -5.2994  0.410
H: -3.1173 -0.1959 -3.0158  0.418
C: 4.7499 2.2211 -4.8354  -0.733
O: 5.5211 1.9335 -3.6813  -0.485
C: 4.8978 1.4894 -2.5852  0.800
C: 5.7029 1.2975 -1.4419  -1.241
C: 5.1491 0.8339 -0.2828  -0.827
C: 3.7741 0.5544 -0.1482  -0.104
C: 3.2096 0.0443 1.0750  0.695
C: 4.0515 -0.1254 2.3254  -1.479
O: 2.0378 -0.3336 1.2079  -1.004
C: 2.9512 0.7841 -1.3057  0.152
O: 1.6664 0.6321 -1.3127  -1.321
C: 3.5529 1.1970 -2.5015  -0.378
H: 5.4314 2.7042 -5.5336  0.253
H: 3.9211 2.8909 -4.6004  0.308
H: 4.3545 1.3052 -5.2808  0.317
H: 6.7560 1.5170 -1.5182  0.450
H: 5.8075 0.6772 0.5550  0.231
H: 5.0772 0.2016 2.2398  0.390
H: 4.0321 -1.1788 2.6037  0.299
H: 3.5639 0.4324 3.1225  0.316
H: 2.9012 1.2890 -3.3507  0.635
F: -1.0204 1.4995 -4.1006  -0.382
Te: 0.2899 1.7892 -2.6639  1.820
F: -0.4976 3.5516 -2.9325  -0.349
F: 0.7818 0.0281 -3.5117  -0.405
F: 1.5340 3.0580 -1.7903  -0.421
F: 1.3729 2.3561 -4.2047  -0.378
O: -0.8937 1.3814 -1.4082  -1.058

=====

Short version: ii is the least stable of them.

=====

i.
A cluster of 2 separate species, C4H11NO2 in total, computed with ωB97M-V/def2-TZVPD.

Properties
spin multiplicity = 2
charge = -1

Last column: Mulliken charge in e.
Geometry (Å):
C: 2.4696 -0.6445 -2.1803  -4.436
O: 1.3251 -0.6522 -1.3389  1.361
H: 0.6077 -1.0768 -1.8593  -0.123
H: 2.3955 0.1375 -2.9443  0.655
H: 2.5404 -1.5995 -2.7221  0.840
H: 3.3706 -0.4938 -1.5873  0.448
C: -0.5380 -0.6494 0.9402  0.273
C: 0.1919 -0.4557 2.2664  -1.485
C: -1.2657 0.5804 0.4578  -0.103
O: -2.1581 1.0849 1.1345  -0.618
N: -0.8624 1.0943 -0.7239  -0.425
H: -0.1034 -1.3798 0.2694  0.435
H: -1.3817 -1.2995 1.2442  0.307
H: -0.5214 -0.3016 3.0700  0.315
H: -1.2978 1.9453 -1.0466  0.179
H: -0.0036 0.7530 -1.1515  0.608
H: 0.9146 0.3636 2.1922  0.365
H: 0.7757 -1.3474 2.5334  0.404

=====

ii.
A cluster of 2 separate species, C4H11NO2 in total, computed with ωB97M-V/def2-TZVPD.

Properties
spin multiplicity = 2
charge = -1

Last column: Mulliken charge in e.
Geometry (Å):
C: 0.6440 -0.6693 -1.3536  -0.587
C: -0.6402 -1.4913 -1.2360  -1.040
C: 0.4710 0.7223 -0.7738  0.307
N: -0.1704 0.7866 0.4385  -0.241
C: -0.7657 2.0509 0.8287  -1.162
O: 1.0025 1.6926 -1.3009  -0.528
H: 1.5019 -1.2188 -0.9650  0.361
H: 0.8879 -0.5449 -2.4147  0.260
H: -0.5090 -2.3470 -1.9177  0.464
H: -1.5429 -0.9515 -1.5112  0.257
H: -0.7686 -1.9484 -0.2540  0.085
H: 0.0297 0.1427 1.2011  0.462
H: -1.7902 1.9331 1.1799  0.362
H: -0.2047 2.5975 1.5968  0.255
H: -0.7026 2.6937 -0.0491  0.345
H: 0.6586 -2.5589 2.6482  0.755
H: -0.8437 -2.8721 2.3746  0.578
O: -0.2013 -2.1373 2.4620  -1.932

=====

Short version: i is the least stable of them.

=====

i.
A structure of composition C27H22N4O8Ti, computed with ωB97M-V/def2-TZVPD.

Properties
spin multiplicity = 2
charge = -1

Last column: Mulliken charge in e.
Geometry (Å):
Ti: -0.1007 0.2329 0.1441  -0.287
C: -0.6879 0.0294 3.4785  -1.248
O: -0.3306 -0.6085 2.2549  0.273
C: -0.1024 -1.9725 2.2999  0.520
C: -0.5521 -2.8044 3.3013  -0.653
C: -0.2413 -4.1630 3.2338  -0.749
C: 0.5101 -4.6462 2.1762  -0.754
C: 0.9611 -3.7987 1.1729  -0.823
C: 0.6534 -2.4407 1.2183  0.573
N: 1.0474 -1.4800 0.3046  1.281
N: 1.9336 -1.9178 -0.5904  -1.026
C: 2.5201 -0.9894 -1.3776  -0.244
C: 2.3908 0.3961 -1.2053  0.636
O: 1.5846 0.8958 -0.2689  -0.134
C: 3.1133 1.2966 -2.0171  -0.397
C: 3.9349 0.8471 -3.0099  -1.111
C: 4.0734 -0.5484 -3.2521  0.853
C: 4.8868 -1.0386 -4.3000  -0.971
C: 5.0002 -2.3806 -4.5413  -0.511
C: 4.2976 -3.2949 -3.7340  -0.745
C: 3.5060 -2.8474 -2.7091  -0.467
C: 3.3736 -1.4677 -2.4399  1.051
H: -0.0403 -0.3344 4.2774  0.519
H: -1.7326 -0.1783 3.7213  0.319
H: -0.5355 1.0910 3.3264  0.289
H: -1.1402 -2.4164 4.1208  0.440
H: -0.5929 -4.8317 4.0086  0.384
H: 0.7488 -5.7012 2.1232  0.389
H: 1.5503 -4.1650 0.3460  0.403
H: 2.9577 2.3523 -1.8406  0.411
H: 4.4731 1.5452 -3.6399  0.315
H: 5.4169 -0.3221 -4.9180  0.379
H: 5.6238 -2.7392 -5.3512  0.377
H: 4.3847 -4.3579 -3.9239  0.395
H: 2.9617 -3.5404 -2.0824  0.330
O: -1.0094 3.8716 1.9943  -0.749
C: -1.0245 2.8008 1.4162  0.181
O: -0.0557 1.9560 1.3105  -0.510
C: -2.3226 2.2365 0.8717  0.498
C: -3.5460 2.8789 0.7753  -0.828
C: -4.6057 2.1681 0.2275  -0.258
C: -4.4272 0.8575 -0.1997  -0.762
C: -3.1703 0.2951 -0.0593  0.554
N: -2.1764 0.9862 0.4738  0.422
C: -2.7278 -1.0943 -0.4864  0.012
O: -3.5322 -1.8580 -0.9972  -0.781
O: -1.5061 -1.3213 -0.1791  -0.303
H: -3.6358 3.9017 1.1119  0.537
H: -5.5750 2.6403 0.1245  0.428
H: -5.2200 0.2720 -0.6428  0.552
N: 0.3570 -1.4987 -3.3414  -0.358
C: 0.4624 -0.4123 -4.2942  -0.401
C: -0.4993 0.7417 -3.9756  -0.883
C: -0.2422 1.4147 -2.6379  0.668
O: 0.1980 2.5376 -2.5315  -0.651
O: -0.5884 0.6570 -1.6174  0.119
H: 1.0169 -2.2408 -3.5305  0.174
H: -0.5764 -1.8818 -3.2662  0.202
H: 0.2690 -0.7063 -5.3390  0.413
H: 1.4919 -0.0412 -4.2614  0.054
H: -1.5292 0.3730 -3.9814  0.270
H: -0.4062 1.5044 -4.7494  0.383

=====

ii.
A structure of composition C27H22N4O8Ti, computed with ωB97M-V/def2-TZVPD.

Properties
spin multiplicity = 2
charge = -1

Last column: Mulliken charge in e.
Geometry (Å):
Ti: -0.9889 0.0138 -0.3494  -0.717
C: -0.9207 -1.4133 -3.3215  -0.614
O: 0.1318 -2.3204 -3.1994  -0.541
C: 1.3708 -1.7689 -2.8995  0.545
C: 2.3326 -1.8480 -3.8922  -0.539
C: 3.6153 -1.3737 -3.6748  -0.539
C: 3.9210 -0.8198 -2.4379  -0.962
C: 2.9593 -0.7478 -1.4464  -0.085
C: 1.6542 -1.2099 -1.6518  0.156
N: 0.6811 -1.1741 -0.6370  0.114
N: 1.2572 -1.1432 0.5795  -0.362
C: 0.5219 -1.3166 1.7074  0.303
C: -0.8673 -1.5688 1.7601  0.741
O: -1.5945 -1.4587 0.6382  -0.332
C: -1.4808 -1.8828 2.9826  -0.669
C: -0.7808 -1.8823 4.1550  -1.094
C: 0.6034 -1.5609 4.1692  0.820
C: 1.3372 -1.4991 5.3758  -0.951
C: 2.6697 -1.1901 5.3790  -0.460
C: 3.3304 -0.9358 4.1607  -0.843
C: 2.6410 -0.9848 2.9768  -0.271
C: 1.2634 -1.2893 2.9497  0.563
H: -1.6104 -1.8145 -4.0630  0.300
H: -0.5720 -0.4178 -3.5963  0.439
H: -1.7949 -2.1447 -1.7144  0.316
H: 2.0503 -2.2985 -4.8352  0.448
H: 4.3591 -1.4297 -4.4589  0.363
H: 4.9175 -0.4419 -2.2429  0.371
H: 3.1886 -0.3334 -0.4762  0.432
H: -2.5448 -2.0875 2.9717  0.486
H: -1.2800 -2.1056 5.0902  0.328
H: 0.8192 -1.6986 6.3075  0.369
H: 3.2150 -1.1376 6.3135  0.367
H: 4.3889 -0.7053 4.1609  0.397
H: 3.1398 -0.7961 2.0364  0.402
O: -3.1425 0.2270 -4.1968  -0.535
C: -3.3198 0.5268 -3.0755  0.412
O: -1.6249 -1.2669 -2.0919  -0.285
C: -3.6923 0.7449 -1.8197  0.583
C: -5.0929 1.1688 -1.6655  -1.242
C: -5.5108 1.7029 -0.5139  -0.473
C: -4.5625 1.8789 0.5711  -0.775
C: -3.3216 1.3866 0.4215  0.268
N: -2.8282 0.7365 -0.7001  1.065
C: -2.3067 1.5480 1.5249  0.051
O: -2.5579 2.0483 2.5938  -0.727
O: -1.1022 1.1101 1.1696  0.010
H: -5.7558 1.0297 -2.5110  0.429
H: -6.5434 2.0063 -0.3964  0.405
H: -4.8183 2.3685 1.4978  0.518
N: 1.4168 1.9394 0.6939  -0.312
C: 1.1225 3.0870 -0.1608  -0.819
C: 1.5365 2.7934 -1.5956  -0.695
C: 0.6640 1.7746 -2.2785  0.413
O: 0.8049 1.4978 -3.4526  -0.682
O: -0.2707 1.2802 -1.5088  0.386
H: 0.8582 1.9224 1.5390  0.154
H: 2.3945 1.8997 0.9475  0.254
H: 1.6078 4.0166 0.1669  0.440
H: 0.0463 3.2573 -0.1256  0.211
H: 2.5603 2.4103 -1.6334  0.211
H: 1.5052 3.6907 -2.2177  0.455

=====

Short version: ii is the least stable of them.